Here is a 6-piece molecular cluster, C32H65N2O11S5 overall from the OMol25 dataset. Energies are from wB97M-V/def2-TZVPD.

Element x y z (Å)
C: -2.93135 -0.64084 3.91497
C: -4.33512 -1.19018 4.02532
O: -4.55881 -2.28484 4.51711
N: -5.37748 -0.34715 3.46916
C: -6.32559 -0.02584 4.56127
C: -6.05590 -1.05630 2.35194
C: -5.73002 -0.42475 0.98452
C: -4.22211 -0.15832 0.83238
C: -3.47398 -1.29391 0.13553
C: -1.95589 -1.02578 0.01018
C: -1.61613 0.38352 -0.46269
C: -0.09902 0.60095 -0.59430
C: 0.72504 -0.67351 -0.62694
N: 0.04715 -1.80351 -1.35097
C: -1.41627 -2.03445 -0.98725
H: -2.95491 0.42931 3.72079
H: -2.41181 -1.11031 3.07834
H: -2.36438 -0.85226 4.82054
H: -5.77932 0.43365 5.38553
H: -6.82837 -0.92702 4.92448
H: -7.05693 0.68178 4.17448
H: -7.13357 -1.04819 2.52359
H: -5.76484 -2.11066 2.33681
H: -6.30080 0.49191 0.83376
H: -6.05990 -1.12440 0.21026
H: -4.06722 0.79186 0.32506
H: -3.82171 -0.07438 1.83263
H: -3.60023 -2.20484 0.73098
H: -3.92347 -1.47815 -0.84565
H: -1.55260 -1.20983 1.01412
H: -2.15687 0.55776 -1.39768
H: -1.98513 1.09333 0.27396
H: 0.11803 1.23925 -1.44927
H: 0.22446 1.14820 0.28933
H: 1.00774 -1.02522 0.36570
H: 1.65868 -0.48375 -1.16074
H: 0.13567 -1.69602 -2.35901
H: 0.56067 -2.65217 -1.12517
H: -1.99479 -1.93809 -1.90681
H: -1.51868 -3.05861 -0.63141
C: 3.46958 1.45121 3.74262
C: 2.97238 2.87198 4.04132
C: 3.16863 3.70515 2.76718
S: 3.06004 2.54583 1.39880
O: 4.33011 2.48445 0.71999
O: 1.85274 2.78842 0.63951
C: 2.86169 1.07314 2.39792
H: 3.17347 0.74652 4.51735
H: 4.55955 1.44246 3.67307
H: 1.91341 2.83884 4.30295
H: 3.50341 3.31739 4.88036
H: 2.40311 4.46494 2.63346
H: 4.15520 4.16178 2.72104
H: 3.35797 0.24118 1.90354
H: 1.79490 0.87476 2.49228
C: 1.04056 -4.49568 4.80335
C: -0.17408 -4.71802 3.89032
C: -0.47705 -3.37872 3.21250
S: 1.08003 -2.49783 3.11634
O: 1.01184 -1.31134 3.93253
O: 1.49103 -2.39878 1.72739
C: 2.06113 -3.73275 3.96064
H: 1.45274 -5.43552 5.16510
H: 0.75571 -3.89818 5.67142
H: 0.06530 -5.47091 3.13789
H: -1.04529 -5.07101 4.43675
H: -0.86825 -3.50840 2.20614
H: -1.16364 -2.77843 3.80307
H: 2.83396 -3.23085 4.53844
H: 2.51313 -4.36989 3.20086
C: -1.54723 -7.81824 -0.57438
C: -2.94574 -8.43508 -0.43464
C: -3.72350 -7.58757 0.58074
S: -3.04147 -5.93073 0.47365
O: -2.39157 -5.60112 1.71853
O: -3.99767 -5.01980 -0.10525
C: -1.77175 -6.31753 -0.73531
H: -1.00316 -8.23239 -1.42116
H: -0.96171 -8.00984 0.32698
H: -3.45366 -8.41421 -1.40006
H: -2.89617 -9.47327 -0.11377
H: -4.78683 -7.53139 0.36375
H: -3.57269 -7.92859 1.60293
H: -0.88908 -5.71444 -0.52423
H: -2.17585 -6.07916 -1.72010
C: 0.93290 5.31717 -4.97581
C: 1.93380 4.41758 -4.24188
C: 1.12874 3.48382 -3.32883
S: -0.47645 3.28433 -4.12222
O: -1.48465 3.85686 -3.26551
O: -0.61547 1.92201 -4.58850
C: -0.16579 4.39174 -5.48976
H: 1.41009 5.86014 -5.78883
H: 0.50845 6.04669 -4.28272
H: 2.49596 3.83503 -4.97392
H: 2.65188 5.00363 -3.67078
H: 1.58482 2.50276 -3.21983
H: 0.95164 3.92046 -2.34728
H: -1.09223 4.89893 -5.74761
H: 0.17799 3.78556 -6.32733
C: 6.40456 7.32165 -4.38284
C: 6.94476 5.89379 -4.21899
C: 6.05966 4.97061 -5.06594
S: 5.43343 5.98338 -6.41658
O: 4.00064 6.09896 -6.28058
O: 6.01183 5.55537 -7.66156
C: 6.18401 7.51634 -5.87944
H: 7.09377 8.06399 -3.98462
H: 5.45601 7.42532 -3.85147
H: 7.97394 5.84955 -4.57881
H: 6.94866 5.58013 -3.17646
H: 6.60385 4.13292 -5.49379
H: 5.19813 4.60693 -4.50877
H: 5.51895 8.33898 -6.13022
H: 7.12664 7.61871 -6.41576

Kohn-Sham gap (eV): 8.415
E_LUMO (eV): -2.468
Total charge: +1
Highest occupied orbital energy (eV): -10.883



Here is C32H66BBrCaCl2FMgNNbO19S as an isolated structure from the OMol25 dataset. Energies are from wB97M-V/def2-TZVPD.

Element x y z (Å)
C: -8.98198 0.54377 0.27743
C: -8.69395 0.74352 -1.22611
C: -7.33309 1.42465 -1.50597
C: -7.46654 2.59591 -2.49013
C: -6.21939 2.77678 -3.38583
C: -5.29436 3.88625 -2.90509
C: -4.68844 3.61272 -1.52949
C: -3.75244 2.38726 -1.57234
C: -2.57413 2.47412 -0.59035
C: -1.26684 1.93840 -1.20388
Nb: 0.56185 3.05876 -0.88660
Br: 2.60726 4.63660 -0.78598
C: -0.11923 3.94558 1.16008
O: 1.02039 3.75862 1.95354
C: 0.79967 3.30541 3.26680
B: -0.55788 4.89318 -1.93396
O: -0.38254 5.02818 -3.27332
O: -1.35666 5.76448 -1.25333
C: 1.72961 1.38388 -0.00347
Cl: 3.38394 1.16583 -0.52478
C: 1.23478 0.52508 0.89635
C: -0.16807 0.56517 1.41863
Cl: 2.13865 -0.75408 1.53285
H: -8.13810 0.84857 0.89071
H: -9.83730 1.16455 0.58325
H: -9.20504 -0.49640 0.49395
H: -9.49227 1.36878 -1.62537
H: -8.72354 -0.22717 -1.71031
H: -6.93975 1.76269 -0.54960
H: -6.63761 0.67595 -1.87776
H: -7.62167 3.51735 -1.92792
H: -8.31752 2.43692 -3.14783
H: -6.49539 2.92221 -4.42776
H: -5.67447 1.83204 -3.36568
H: -4.47696 4.05533 -3.61054
H: -5.85032 4.82622 -2.87175
H: -4.10145 4.46769 -1.19276
H: -5.49846 3.42388 -0.82625
H: -4.33099 1.49208 -1.35804
H: -3.40911 2.28450 -2.60475
H: -2.83562 1.81644 0.24130
H: -2.50031 3.48772 -0.19602
H: -1.39467 2.02087 -2.29987
H: -1.14453 0.86515 -1.03116
H: 1.16267 2.58449 -2.53842
H: -1.04527 3.51159 1.53801
H: -0.30547 5.01550 1.03122
H: 1.12207 4.02433 4.02932
H: 1.39494 2.40566 3.42876
H: -0.23086 3.03449 3.49346
H: -1.21329 4.77383 -3.71205
H: -0.81904 6.41856 -0.78644
H: -0.57286 1.55475 1.58417
H: -0.17378 0.04742 2.38011
H: -0.88176 0.01015 0.80636
O: 8.16371 -4.06557 0.44701
S: 8.36647 -2.91397 1.27522
O: 7.85199 -2.86543 2.61025
O: 7.89230 -1.62621 0.48393
C: 6.55131 -1.62698 -0.05992
C: 5.50674 -1.38868 1.00700
C: 10.08125 -2.53486 1.31016
H: 6.36240 -2.55764 -0.59606
H: 6.53514 -0.82516 -0.79518
H: 5.46072 -2.23506 1.69344
H: 4.52574 -1.25166 0.56522
H: 5.74712 -0.50177 1.59644
H: 10.45922 -2.53125 0.29203
H: 10.56993 -3.31153 1.89589
H: 10.21471 -1.56557 1.78242
C: 4.90851 -0.08207 4.65276
C: 6.21512 -0.75818 5.02122
O: 6.46400 -0.22537 6.33146
C: 5.28566 0.16566 6.86251
O: 5.12748 0.50375 7.99020
O: 4.30162 0.13490 5.92952
H: 4.27657 -0.69676 4.01949
H: 5.06107 0.88645 4.16945
H: 6.12193 -1.84186 5.08871
H: 7.03077 -0.51902 4.34533
Mg: -11.07913 2.77641 0.92206
C: -3.00243 -1.37177 -0.02813
O: -2.84751 -2.56502 0.49582
O: -3.59712 -0.42986 0.55335
O: -2.46509 -1.08410 -1.16845
C: 9.59193 -9.00779 2.70912
C: 9.97853 -7.71269 2.03174
O: 11.14417 -7.41581 1.82182
N: 8.97708 -6.87629 1.65893
C: 7.54733 -7.04535 1.82152
H: 10.49781 -9.55798 2.94199
H: 9.05245 -8.81160 3.63629
H: 8.97131 -9.61671 2.05100
H: 9.30086 -6.03273 1.21251
H: 7.07733 -7.02125 0.83724
H: 7.15791 -6.21896 2.41839
H: 7.30020 -7.98160 2.31015
O: 1.86537 5.80343 5.86353
H: 2.54558 5.33621 6.39650
H: 2.27236 6.42236 5.22077
H: 1.20644 6.25418 6.43280
C: -4.46151 3.78826 -9.20540
O: -3.05277 3.54501 -9.13376
C: -2.44824 4.12180 -8.10271
O: -2.97693 4.80185 -7.25961
O: -1.15145 3.81694 -8.15284
C: -0.38785 4.38806 -7.09334
H: -4.81851 3.26312 -10.08551
H: -4.96377 3.39744 -8.32290
H: -4.66245 4.85189 -9.31304
H: -0.74762 4.01864 -6.13437
H: -0.43049 5.47498 -7.12664
H: 0.64282 4.07517 -7.22848
Ca: -0.88833 -2.89561 0.37155
F: 0.35670 -2.38426 2.77037
O: -2.60199 -6.16293 0.25749
C: -3.75104 -6.30333 0.58047
O: -4.26611 -7.51044 0.87125
C: -5.68172 -7.40133 1.11719
C: -5.90505 -5.94324 1.49877
C: -4.82175 -5.23531 0.68402
H: -6.21156 -7.67951 0.20436
H: -5.95822 -8.09446 1.90690
H: -6.91548 -5.59673 1.29465
H: -5.71137 -5.80481 2.56287
H: -5.15975 -4.98345 -0.32227
H: -4.43560 -4.34776 1.17622

Kohn-Sham gap (eV): 1.291
E_LUMO (eV): -6.805
Total charge: +1
Highest occupied orbital energy (eV): -8.096